# 1
Molecular formula: H14O7
Method: DFT, ωB97M-V with the def2-TZVPD basis set

Computed properties:
- E: -535.041268 Ha
- SMILES: O.O.O.O.O.O.O
- Relative energy (zero: lowest compared OMol25 entry of this formula, charge and spin): 2.247 eV
- Net charge: 0

Each line ends with the Mulliken charge.
Atoms and positions in Å:
O  0.1164  -0.6059  0.4967  -0.65
H  -0.1622  -0.5400  -0.4167  0.32
H  0.9025  -0.0621  0.5477  0.32
O  3.9082  2.0100  1.2970  -0.63
H  3.8119  2.9549  1.4160  0.32
H  4.6591  1.7748  1.8420  0.32
O  -0.8395  1.1986  5.2517  -0.64
H  -1.5705  1.7793  5.4632  0.32
H  -0.9662  0.9798  4.3285  0.32
O  -4.4028  2.4127  -2.0973  -0.63
H  -4.1996  1.8115  -1.3806  0.32
H  -5.1429  2.0066  -2.5485  0.32
O  3.8298  -0.0364  -4.1884  -0.63
H  2.8751  -0.0425  -4.2575  0.31
H  4.1362  -0.0645  -5.0949  0.32
O  -1.1127  -0.9644  -3.5816  -0.61
H  -1.7093  -1.7059  -3.4789  0.31
H  -0.9647  -0.9044  -4.5253  0.31
O  -1.2596  -4.2418  3.4118  -0.64
H  -0.9287  -3.3689  3.1999  0.32
H  -0.9804  -4.3915  4.3150  0.32

***

# 2
Molecular formula: C3H6N2O
Method: DFT, ωB97M-V with the def2-TZVPD basis set

Computed properties:
- E: -302.589435 Ha
- SMILES: N#CC=O.CN
- Relative energy (zero: lowest compared OMol25 entry of this formula, charge and spin): 2.821 eV
- Net charge: 0

Each line ends with the Mulliken charge.
Atoms and positions in Å:
N  -1.8029  -0.8790  -1.2460  -0.39
C  -1.5316  -0.1437  -0.3908  0.32
C  -1.6694  0.7563  0.7707  0.08
O  -0.8242  1.4598  1.2523  -0.40
H  -2.7054  0.7038  1.1371  0.34
C  1.5257  -0.5334  0.2084  -0.70
N  0.9184  0.1127  -0.9280  -0.62
H  0.9171  -1.3467  0.6369  0.23
H  1.7071  0.1905  1.0090  0.29
H  2.4874  -0.9611  -0.0908  0.27
H  0.6680  1.0815  -0.8511  0.29
H  0.3098  -0.4407  -1.5077  0.30